C6H18N6O8Zn | the ωB97M-V functional and the def2-TZVPD basis

Each line ends with the Mulliken charge.
Positions of all 39 atoms, in Å:
1 Zn -0.7814 -0.6926 0.4652  0.2082
2 C -5.2799 -2.8430 2.5736  0.8308
3 O -5.6040 -1.7719 3.0824  -0.3265
4 O -4.2597 -2.9263 1.8218  -0.3519
5 O -5.8405 -3.8352 3.0286  -0.3303
6 C -3.5016 4.5078 1.3512  0.6476
7 O -2.9177 3.6396 0.7359  -0.6699
8 N -2.9611 5.7244 1.2756  -0.4068
9 N -4.5617 4.2605 2.0367  -0.3490
10 H -3.3340 6.4612 1.8570  0.1606
11 H -2.2382 5.8431 0.5803  0.2240
12 H -4.9503 3.3341 2.1407  0.2280
13 H -5.0317 4.9484 2.6078  0.1631
14 C -0.2083 -2.6095 -4.9914  0.6279
15 O -0.5947 -2.0451 -4.0161  -0.6577
16 N -0.9104 -3.3710 -5.6788  -0.3493
17 N 1.0401 -2.4579 -5.3553  -0.4260
18 H -0.6883 -3.6726 -6.6168  0.1644
19 H -1.8069 -3.6811 -5.3320  0.2250
20 H 1.3312 -2.8029 -6.2588  0.1667
21 H 1.5084 -1.7973 -4.7516  0.2459
22 C 4.1953 2.2293 -2.0602  0.6026
23 O 3.2130 1.8530 -1.3464  -0.7041
24 N 4.1633 3.1312 -2.9001  -0.3576
25 N 5.3153 1.6226 -2.0744  -0.3415
26 H 4.9095 3.5248 -3.4554  0.1858
27 H 3.2600 3.5782 -2.8342  0.2390
28 H 5.9352 2.2086 -2.6151  0.1523
29 H 5.5738 0.8686 -1.4540  0.2193
30 C 2.1406 -2.7411 3.6259  -0.4570
31 C 1.0297 -2.0721 4.5050  -0.3322
32 O 0.5725 -0.9341 3.8568  -0.4536
33 O 1.6794 -2.7895 2.2779  -0.4960
34 H 2.3742 -3.7826 3.8468  0.3278
35 H 3.0975 -2.2465 3.4595  0.2602
36 H 1.4373 -1.9309 5.5060  0.3264
37 H 0.2555 -2.8257 4.6492  0.2255
38 H 0.4223 -0.3062 4.5672  0.2948
39 H 2.0164 -3.6002 1.8896  0.2836

Results
2S+1: 1
energy: -2948.9782 a.u.
LUMO energy: -4.3344 eV
energy relative to the best compared isomer or geometry (same formula, charge and spin): 210.68 kcal/mol
frontier orbital gap: 2.84 eV